Here is a structure of composition C11H17BN6O3SSr in a non-equilibrium geometry from OMol25. Energies are from ωB97M-V/def2-TZVPD.

Each line ends with the Löwdin charge.
Positions of all 40 atoms, in Å:
C (-2.02697, 1.94524, -1.69485)  -0.081
N (-1.31981, 0.84562, -1.39024)  -0.263
N (-0.91314, 0.27053, -2.57744)  -0.054
C (-1.39698, 1.01030, -3.60985)  -0.026
C (-2.11101, 2.09084, -3.09448)  0.002
B (-0.10181, -1.08834, -2.65692)  -0.458
N (1.38986, -1.05349, -2.12321)  -0.054
N (1.71819, -0.90084, -0.79108)  -0.274
C (3.05484, -0.97629, -0.69261)  -0.085
C (3.61883, -1.20331, -1.96444)  0.000
C (2.53131, -1.24798, -2.83523)  -0.024
Sr (0.00000, 0.00000, 0.00000)  1.605
N (-0.86863, -2.13128, -1.80842)  0.036
N (-0.98032, -1.87078, -0.48298)  -0.115
C (-1.67024, -2.88088, 0.07119)  0.015
C (-2.01477, -3.82111, -0.92271)  0.136
C (-1.48426, -3.30408, -2.10591)  0.082
H (-1.88044, -2.87943, 1.14093)  0.157
H (-1.49915, -3.68056, -3.12809)  0.169
H (-2.57243, -4.74822, -0.79750)  0.157
H (-0.06195, -1.41865, -3.82156)  0.139
H (2.48341, -1.41167, -3.91126)  0.144
H (-1.20253, 0.70732, -4.63804)  0.143
H (4.67185, -1.32919, -2.21311)  0.123
H (-2.63014, 2.86857, -3.65311)  0.123
H (3.53280, -0.86915, 0.28087)  0.126
H (-2.43750, 2.56321, -0.89655)  0.128
H (1.30047, 0.05298, 2.23949)  -0.028
C (1.95218, 0.70349, 2.84476)  -0.036
H (2.97341, 0.28965, 2.85848)  0.052
H (1.97124, 1.71431, 2.40652)  0.035
H (1.56367, 0.75674, 3.87450)  0.037
C (-0.27280, 3.10673, 3.45885)  -0.104
S (-1.28156, 1.63278, 3.12358)  0.744
O (-0.86489, 0.34577, 3.84939)  -0.239
O (-2.64994, 1.85516, 3.78528)  -0.115
O (-1.72981, 1.18530, 1.52945)  -0.474
H (0.45125, 2.89026, 4.27049)  0.096
H (-0.92781, 3.94581, 3.77108)  0.101
H (0.27989, 3.39398, 2.54174)  0.081

Summary:
- Gap between HOMO and LUMO (alpha / beta): 4.11 / 5.91 eV
- Charge: +2